ORCA calculation (wB97M-V/def2-TZVPD) on a structure of composition CH3BCl2 in a non-equilibrium geometry.

Computed properties:
Lowest unoccupied orbital energy: 0.4766 eV
ΔE to the lowest compared entry with this formula, charge and spin: 59.0 kcal per mole
Kohn-Sham gap: 10.7 eV
HOMO: -0.3774 Eh

Atoms and positions in Å:
1 B 0.2140 0.1478 0.3244
2 C -1.3066 0.0798 -0.4849
3 Cl -0.7764 1.7119 0.0325
4 Cl -2.8538 -0.5219 0.1429
5 H 0.1317 -0.2890 1.2906
6 H -1.4704 -0.0520 -1.5023
7 H 1.6585 0.4039 0.0945

Force components x, y, z for each atom (eV/Å):
2.1 0.4 -3.7
1.9 -1.3 1.4
-1.2 1.9 0.1
0.7 0.3 0.6
-0.6 -1.3 3.9
0.5 0.7 -1.9
-3.5 -0.8 -0.5

ORCA calculation (wB97M-V/def2-TZVPD) on a cluster of 8 separate species, C20H45N14O15 in total in a non-equilibrium geometry.

Computed properties:
Lowest unoccupied orbital energy: -5.6666 eV
ΔE to the lowest compared entry with this formula, charge and spin: 228.1 kcal per mole
Kohn-Sham gap: 5.2 eV
HOMO: -0.4011 Eh
Net charge: +1

Atoms and positions in Å:
1 C 4.5988 3.8586 1.5446
2 C 2.9676 3.8769 1.1749
3 O 2.5533 2.7767 0.2989
4 C 2.5173 3.1437 -1.1207
5 C 1.0750 3.6610 -1.6873
6 C -0.1986 3.5013 -0.6758
7 N -0.1552 4.4561 0.5363
8 N -0.5295 2.0940 -0.2475
9 N -1.4273 3.9841 -1.4787
10 N 3.5433 4.2315 -1.5045
11 C 3.6536 4.3365 -3.0339
12 N 3.2814 5.5478 -3.5910
13 N 4.1962 3.1805 -3.8707
14 C 3.2473 2.0240 -3.5464
15 C 3.0592 1.7873 -1.9386
16 C 2.1466 0.4342 -1.5609
17 C 0.9655 0.1067 -2.5883
18 C 0.0404 -1.2148 -2.3593
19 C 0.4932 -1.9895 -0.9990
20 C 1.7020 -1.4066 -0.1214
21 N 2.6026 -0.2360 -0.3135
22 H 5.1335 4.6935 0.9233
23 H 5.0523 2.7995 1.2403
24 H 4.6971 4.0777 2.6922
25 H 2.5918 4.9459 0.8453
26 H 2.4352 3.6776 2.2256
27 H 0.7728 3.1087 -2.7016
28 H 1.1194 4.8168 -1.9836
29 H 0.1713 3.9290 1.3776
30 H -1.1180 4.8186 0.7207
31 H 0.2107 1.6430 0.3284
32 H -0.8767 1.4908 -1.0227
33 H -1.3479 5.0315 -1.4400
34 H -2.2954 3.7299 -0.9238
35 H 4.4676 3.7751 -1.2383
36 H 2.5591 5.6658 -4.3488
37 H 3.8301 6.3948 -3.2534
38 H 5.1741 2.9612 -3.5767
39 H 3.6818 1.0782 -4.0976
40 H 2.2295 2.2902 -4.1106
41 H 4.1575 1.6130 -1.5030
42 H 0.7512 0.8035 -3.5102
43 H -0.8408 -1.5811 -3.0375
44 H -0.0672 -2.9700 -0.6656
45 H 1.9375 -2.0181 0.8795
46 C 0.4578 -0.5793 3.0974
47 N -0.8032 -1.3636 3.1904
48 O -1.7481 -0.8461 3.7972
49 O -0.8086 -2.4765 2.6515
50 H 0.3199 0.3738 3.6125
51 H 1.2460 -1.1650 3.5746
52 H 0.6684 -0.4182 2.0381
53 C -0.9506 -6.8115 -1.5568
54 N -0.3669 -5.4822 -1.2311
55 O 0.7020 -5.4704 -0.6096
56 O -0.9982 -4.4883 -1.6086
57 H -0.2932 -7.5913 -1.1665
58 H -1.9338 -6.8641 -1.0851
59 H -1.0273 -6.8803 -2.6439
60 C -4.1104 -1.7680 -0.8707
61 N -3.8463 -0.5618 -1.7010
62 O -3.0487 0.2700 -1.2529
63 O -4.4472 -0.4844 -2.7789
64 H -3.5178 -1.7037 0.0443
65 H -5.1773 -1.7815 -0.6391
66 H -3.8202 -2.6420 -1.4575
67 C -3.9957 -6.8769 -4.5112
68 N -3.7240 -7.3931 -3.1424
69 O -2.9602 -8.3605 -3.0437
70 O -4.2851 -6.8125 -2.2060
71 H -3.4395 -7.4791 -5.2328
72 H -5.0702 -6.9592 -4.6871
73 H -3.6666 -5.8362 -4.5424
74 C -5.4110 -6.3380 1.9252
75 N -4.6540 -7.4353 1.2643
76 O -5.1567 -8.5647 1.2897
77 O -3.5768 -7.1317 0.7387
78 H -6.3338 -6.7467 2.3423
79 H -4.7776 -5.9306 2.7158
80 H -5.6314 -5.5855 1.1653
81 C -4.2184 1.1625 3.9875
82 N -5.3905 1.2299 3.0733
83 O -5.4666 0.3714 2.1866
84 O -6.2007 2.1426 3.2719
85 H -3.5927 0.3155 3.6980
86 H -3.6683 2.1003 3.8876
87 H -4.5993 1.0314 5.0025
88 C 6.8980 4.9768 6.0715
89 N 5.6865 4.3504 5.4766
90 O 4.9890 5.0561 4.7387
91 O 5.4702 3.1682 5.7672
92 H 6.9632 6.0126 5.7318
93 H 6.7922 4.9328 7.1573
94 H 7.7645 4.4048 5.7332

Force components x, y, z for each atom (eV/Å):
-0.8 -0.1 -0.8
0.3 0.8 2.7
0.6 2.6 -2.2
-1.3 -1.8 -1.3
-0.6 0.8 -0.3
-2.1 0.1 0.2
0.5 -1.4 -0.5
0.6 1.0 -0.3
0.9 0.2 1.3
2.4 -0.6 -3.0
0.6 -0.3 1.0
0.8 -1.2 0.8
-2.5 1.9 2.2
-0.9 -0.8 -0.3
0.1 -1.0 0.8
-0.5 -0.1 -0.7
0.0 -2.7 2.5
4.3 1.5 3.9
1.2 3.2 -1.5
-0.5 0.0 -0.8
-6.0 -2.2 -4.7
-0.8 -1.5 1.3
-1.0 2.3 0.9
0.0 -0.5 -2.4
0.8 -2.4 0.3
1.0 0.2 -2.5
0.7 0.9 2.4
0.1 -2.4 0.9
-0.5 0.7 -0.9
1.2 -0.8 -0.2
-0.7 0.5 -1.0
0.6 0.7 0.9
-0.3 -1.3 -0.2
1.5 0.3 -0.8
-1.2 0.6 -0.2
1.9 -0.5 0.4
-1.9 -1.3 0.2
-0.9 0.4 -0.1
-0.9 1.8 1.4
2.2 -0.6 1.4
-2.4 0.1 -0.8
0.6 -1.5 2.1
2.0 0.9 1.4
1.5 2.4 -0.7
-0.5 1.4 -2.6
0.1 0.3 0.1
-0.8 -0.7 0.0
1.2 -0.9 -0.9
-0.2 1.7 0.8
-0.1 -0.3 -0.1
-0.1 0.0 -0.2
0.0 -0.2 0.2
0.1 -0.3 0.1
0.8 0.1 0.4
-1.7 0.5 -0.9
0.7 -1.1 0.4
-0.1 0.3 -0.1
0.1 0.1 -0.1
0.0 0.1 0.3
0.1 -0.1 0.3
0.1 0.8 -0.6
-1.0 -0.9 -0.8
1.0 0.1 1.6
-0.1 0.1 -0.3
0.2 0.0 -0.2
-0.2 0.2 0.0
0.1 -0.1 -0.3
0.1 -0.5 0.9
-1.1 1.3 0.1
0.9 -0.9 -1.3
-0.1 0.1 0.3
0.2 0.1 0.1
-0.2 -0.1 0.1
-0.3 0.1 0.2
0.4 -1.1 -0.5
1.0 1.7 -0.2
-1.4 -0.5 0.8
0.3 0.0 -0.2
0.0 0.0 -0.2
0.2 -0.1 0.1
0.3 -0.3 0.0
-0.9 0.2 -0.6
-0.1 1.2 1.1
1.1 -1.4 -0.5
-0.3 0.3 0.0
-0.2 -0.1 0.1
0.0 0.2 -0.2
0.2 0.3 0.0
-0.8 -0.6 -0.2
0.7 -1.1 0.9
0.2 1.8 -0.6
-0.1 -0.3 0.0
0.1 -0.1 -0.2
-0.2 0.0 0.2

ORCA calculation (wB97M-V/def2-TZVPD) on a structure of composition C24H28BaCl5N2P2 in a non-equilibrium geometry.

Computed properties:
Lowest unoccupied orbital energy: -3.4900 eV
ΔE to the lowest compared entry with this formula, charge and spin: 12.3 kcal per mole
Kohn-Sham gap: 7.7 eV
HOMO: -0.4095 Eh
Net charge: +1

Atoms and positions in Å:
1 Ba -2.2639 1.1443 0.3792
2 Cl -5.1865 -0.6556 1.8303
3 C -4.9517 0.8538 2.6114
4 C -3.9199 1.6571 2.1560
5 C -3.7476 2.8639 2.8075
6 Cl -2.4610 3.8649 2.2709
7 C -4.5603 3.2880 3.8543
8 Cl -4.3021 4.8086 4.6147
9 C -5.5872 2.4493 4.2900
10 Cl -6.5966 2.9304 5.5890
11 C -5.7839 1.2157 3.6672
12 Cl -7.0418 0.1712 4.1995
13 C 2.1220 1.7879 -2.0559
14 P 0.4996 0.9955 -1.6906
15 C 1.1375 -0.6801 -1.2676
16 N 1.6206 -1.3828 -2.2557
17 C 2.0278 -2.6468 -2.0355
18 C 2.5081 -3.4438 -3.0947
19 C 2.8370 -4.7497 -2.8585
20 C 2.7081 -5.3056 -1.5712
21 C 2.2638 -4.5555 -0.5168
22 C 1.9129 -3.2060 -0.7261
23 N 1.4177 -2.4619 0.2821
24 C 1.0491 -1.2259 0.0459
25 P 0.1559 -0.4269 1.4282
26 C 0.0221 -1.8243 2.6014
27 C 1.3827 0.7323 2.2863
28 C 2.7942 0.1561 2.2233
29 C 0.9236 0.8981 3.7336
30 C 1.3164 2.0904 1.5943
31 C -0.2311 0.8289 -3.4313
32 C 0.7853 0.4610 -4.5121
33 C -0.8173 2.2091 -3.7417
34 C -1.3397 -0.2211 -3.3762
35 H 2.6898 1.1680 -2.7474
36 H 2.6982 1.9124 -1.1410
37 H 1.9399 2.7717 -2.4842
38 H 2.5990 -3.0061 -4.0783
39 H 3.1873 -5.3759 -3.6640
40 H 2.9576 -6.3447 -1.4243
41 H 2.1646 -4.9693 0.4740
42 H 1.0023 -2.1824 2.9119
43 H -0.5090 -2.6383 2.1094
44 H -0.5541 -1.4903 3.4632
45 H 2.8347 -0.8404 2.6579
46 H 3.4822 0.7888 2.7791
47 H 3.1420 0.0917 1.1938
48 H 1.1390 0.0158 4.3287
49 H -0.1464 1.1131 3.7834
50 H 1.4499 1.7350 4.1857
51 H 1.4702 1.9796 0.5236
52 H 2.0843 2.7540 1.9869
53 H 0.3448 2.5585 1.7647
54 H 1.5514 1.2256 -4.6085
55 H 0.2773 0.3852 -5.4722
56 H 1.2548 -0.4939 -4.2899
57 H -0.0277 2.9549 -3.8110
58 H -1.5281 2.5297 -2.9721
59 H -1.3362 2.1883 -4.6966
60 H -0.9515 -1.1677 -3.0003
61 H -1.7462 -0.3968 -4.3697
62 H -2.1635 0.1129 -2.7342

Force components x, y, z for each atom (eV/Å):
0.1 0.1 -1.3
0.0 -0.9 -0.5
0.2 1.1 0.5
-0.8 0.3 1.0
-1.2 -0.9 0.4
1.0 0.7 -0.5
0.1 0.2 0.1
0.0 0.0 0.0
0.1 0.0 0.0
0.0 0.0 0.0
-0.1 -0.2 0.0
0.0 0.0 0.0
-0.2 0.1 0.2
0.3 0.1 -0.6
-0.2 0.0 0.0
0.3 0.0 -0.2
-0.1 -0.4 0.7
0.1 -0.2 -0.1
-0.1 0.3 -0.2
-0.1 0.1 0.4
0.1 -0.2 -0.2
0.0 0.2 -0.7
0.2 -0.1 0.2
-0.2 -0.4 -0.2
0.7 -0.1 0.9
-0.1 0.2 -0.1
-0.1 -0.2 -0.1
-0.2 0.0 -0.1
-0.1 -0.1 -0.1
0.0 -0.3 -0.1
0.2 0.0 0.2
-0.1 -0.1 0.1
0.0 -0.1 0.2
0.2 0.1 0.2
0.0 0.0 0.0
0.0 0.0 0.0
0.1 0.1 -0.1
0.0 0.0 0.0
0.1 0.0 -0.1
0.1 -0.1 0.1
0.0 0.0 0.1
-0.1 0.0 0.0
0.0 0.0 0.1
0.0 0.0 0.0
0.0 -0.1 0.0
0.1 0.1 0.1
0.1 0.0 -0.1
-0.1 -0.1 0.1
-0.1 0.0 0.1
0.1 0.1 0.0
0.0 0.2 0.0
0.0 0.1 0.1
-0.1 0.1 0.0
0.1 0.0 -0.1
-0.1 0.0 -0.1
0.0 0.1 -0.1
0.0 0.1 0.0
0.0 0.0 -0.1
-0.1 0.0 -0.1
-0.1 -0.1 0.0
-0.1 0.0 -0.1
-0.1 -0.1 0.0

ORCA calculation (wB97M-V/def2-TZVPD) on a cluster of 4 separate species, C23H34N5O5P in total in a non-equilibrium geometry.

Computed properties:
Lowest unoccupied orbital energy: -1.4423 eV
ΔE to the lowest compared entry with this formula, charge and spin: 0.0 kcal per mole
Kohn-Sham gap: 7.5 eV
HOMO: -0.3289 Eh
Structure (SMILES): [H]/N=C\CC1=CC(=O)C(P(N)O)=C(COC(C)=O)C1=O.CCCC#N.CCCC#N.CCCC#N

Atoms and positions in Å:
1 C -2.4513 0.2852 1.5582
2 C -3.4022 1.2743 0.9463
3 O -3.9663 2.0924 1.6427
4 O -3.6046 1.3176 -0.4040
5 C -3.7302 0.0740 -1.0754
6 C -5.0406 -0.5756 -0.7794
7 C -5.2570 -1.8850 -0.6697
8 P -3.8884 -3.1346 -0.8774
9 N -4.6311 -4.6479 -0.5806
10 O -3.0761 -2.9089 0.5389
11 C -6.6580 -2.3197 -0.3976
12 O -7.1505 -3.3010 -0.9157
13 C -7.4031 -1.4371 0.5347
14 C -7.1926 -0.1297 0.4281
15 C -7.8876 0.8705 1.2929
16 C -9.2084 1.3463 0.7075
17 N -9.3067 2.1823 -0.2270
18 C -6.2270 0.3237 -0.6088
19 O -6.4063 1.3219 -1.2822
20 H -2.9653 -0.2058 2.3694
21 H -2.0070 -0.4240 0.8778
22 H -1.6422 0.8407 2.0099
23 H -3.7001 0.2972 -2.1352
24 H -2.9049 -0.5936 -0.8911
25 H -4.6248 -4.8605 0.4103
26 H -5.5676 -4.7143 -0.9606
27 H -3.6889 -2.8776 1.2827
28 H -8.1039 -1.8459 1.2381
29 H -8.0845 0.3966 2.2472
30 H -7.2366 1.7081 1.5069
31 H -10.0958 0.8994 1.1340
32 H -8.3857 2.4928 -0.5352
33 C 2.0108 -0.8426 -1.7387
34 C 1.2521 0.2624 -1.0124
35 C 1.6709 0.4080 0.4527
36 C 1.3282 -0.7726 1.2455
37 N 1.0415 -1.6983 1.8607
38 H 1.8010 -1.8217 -1.3052
39 H 1.7218 -0.8764 -2.7892
40 H 3.0883 -0.6719 -1.6910
41 H 0.1783 0.0714 -1.0759
42 H 1.4368 1.2140 -1.5130
43 H 1.1784 1.2771 0.8914
44 H 2.7403 0.5896 0.5179
45 C 5.7407 -0.2615 2.5486
46 C 6.6323 0.9430 2.2691
47 C 5.9029 2.2809 2.4339
48 C 4.8492 2.4423 1.4357
49 N 4.0384 2.5735 0.6335
50 H 4.9144 -0.3223 1.8371
51 H 6.3157 -1.1826 2.4649
52 H 5.3194 -0.2173 3.5548
53 H 7.0378 0.8654 1.2683
54 H 7.4798 0.9281 2.9558
55 H 6.6092 3.1057 2.3242
56 H 5.4733 2.3632 3.4337
57 C 6.7982 -0.2555 -3.5143
58 C 6.4133 0.9012 -2.5986
59 C 7.6168 1.5251 -1.8847
60 C 8.2494 0.5924 -0.9537
61 N 8.7178 -0.1356 -0.2002
62 H 7.2298 -1.0835 -2.9500
63 H 5.9203 -0.6332 -4.0376
64 H 7.5255 0.0621 -4.2636
65 H 5.6847 0.5597 -1.8609
66 H 5.9263 1.6799 -3.1872
67 H 7.2942 2.4062 -1.3259
68 H 8.3575 1.8625 -2.6113

Force components x, y, z for each atom (eV/Å):
0.1 0.1 -0.4
-0.7 1.1 0.9
0.5 -0.7 -0.8
0.2 -0.2 0.5
0.0 0.1 -0.7
-0.1 0.1 0.2
0.1 -0.5 0.2
0.5 -0.3 -0.7
0.3 0.5 0.2
-0.3 0.0 -0.2
-0.3 -0.1 -0.1
0.0 0.0 0.2
0.3 0.1 -0.3
-0.2 0.0 0.4
-0.3 0.0 0.2
0.7 0.2 -0.3
-0.4 0.0 0.0
-0.1 0.8 -0.6
0.2 -0.6 0.6
-0.1 -0.3 0.2
0.0 -0.3 -0.1
0.2 0.3 0.1
0.0 0.3 -0.2
0.3 -0.2 0.2
-0.2 -0.2 0.0
-0.1 -0.1 0.0
0.1 0.0 0.3
-0.3 -0.3 0.1
-0.1 -0.2 0.2
0.2 0.3 -0.2
-0.4 -0.1 0.0
0.1 0.0 -0.1
-0.1 0.0 0.0
0.1 -0.1 -0.2
-0.2 0.0 -0.2
0.0 0.1 0.0
0.0 -0.1 0.0
0.0 0.0 0.0
0.0 0.0 0.0
0.0 0.0 0.0
0.0 0.0 0.0
0.0 0.1 0.1
0.0 0.0 0.1
0.1 0.0 0.0
0.0 0.1 0.0
-0.2 -0.2 0.3
0.3 -0.1 0.1
0.0 0.2 0.1
0.0 0.0 -0.1
0.0 0.0 0.0
0.0 0.0 0.0
0.0 0.0 0.0
0.1 0.1 -0.1
0.0 0.1 0.0
-0.1 0.1 -0.1
-0.1 0.0 0.0
0.0 0.0 0.1
0.0 -0.2 -0.2
-0.2 0.1 -0.1
0.1 0.1 -0.1
0.0 -0.1 0.0
0.0 0.0 0.0
0.0 0.0 0.0
0.0 0.0 0.0
0.0 0.1 0.1
0.0 0.1 0.1
0.1 0.0 0.1
0.1 -0.1 0.0

Among the records above, which one has the lowest Kohn-Sham gap?
C20H45N14O15